Entry 1:
A molecular structure, C6H12O. Source: the Open Molecules 2025 dataset; level of theory: ωB97M-V with the def2-TZVPD basis set.

XYZ file:
```
19
Properties=species:S:1:pos:R:3:forces:R:3:lowdin_charge:R:1
C 1.012 -0.925 1.929 0.0274 -0.0041 0.0412 -0.102
C -0.218 -0.974 1.019 0.0141 0.0308 0.0725 -0.236
C 0.130 -0.685 -0.440 0.2808 0.1692 0.4567 -0.401
C -1.058 -0.560 -1.385 -0.1117 0.3642 -0.6804 -0.069
C 0.427 0.678 -0.960 0.6826 -0.1364 0.5728 0.012
C -0.068 1.826 -0.151 -0.2406 -0.3753 -0.0213 -0.327
O -0.122 3.036 -0.877 0.2895 -0.0612 -0.1922 -0.082
H 1.775 -1.641 1.596 -0.1540 0.1307 0.0524 0.077
H 0.747 -1.174 2.963 0.0584 0.0458 -0.1865 0.072
H 1.471 0.071 1.931 -0.0815 -0.1849 0.0013 0.065
H -0.981 -0.268 1.376 0.1437 -0.1152 -0.0725 0.104
H -0.673 -1.973 1.080 0.0685 0.1810 -0.0347 0.114
H 0.843 -1.434 -0.813 -0.2031 0.1950 0.0634 0.136
H -1.172 -1.404 -2.040 -0.0142 -0.4422 -0.2103 0.097
H -2.000 -0.249 -0.953 0.0393 0.0236 0.2792 0.104
H -0.704 0.231 -2.125 -0.5516 0.1483 0.0494 0.102
H -1.028 1.731 0.378 0.1407 -0.0405 -0.1391 0.123
H 0.718 1.859 0.642 -0.1622 -0.0219 -0.2242 0.132
H 0.530 2.923 -1.590 -0.2262 0.0930 0.1723 0.080
```
Forces are in eV/Å.

Summary:
**E_HOMO**: -8.359 eV
**Energy above the lowest of the compared OMol25 structures with the same formula, charge and spin**: 94.1 kcal/mol
**Molecular weight**: 100.16 g mol⁻¹
**Gap between HOMO and LUMO**: 9.28 eV
**Total charge**: 0

Entry 2:
15 unconnected molecules or ions with the total composition C34H102N24O19. Source: the Open Molecules 2025 dataset; level of theory: ωB97M-V with the def2-TZVPD basis set.

XYZ file:
```
179
Properties=species:S:1:pos:R:3:forces:R:3:lowdin_charge:R:1
C -7.726 1.113 -0.038 0.1933 5.4600 1.0101 -0.799
O -7.364 0.026 -0.187 0.7220 -6.2102 -0.3687 0.096
N -7.595 2.065 -0.943 0.3304 2.3738 -3.5056 0.148
N -8.127 1.737 1.095 -1.1365 -1.2990 2.6554 0.139
H -7.300 1.867 -1.888 0.1147 -0.0533 0.3245 0.109
H -7.698 3.036 -0.683 -0.1288 -0.3174 -0.4073 0.102
H -8.396 1.093 1.826 0.1963 0.5687 0.2929 0.101
H -8.064 2.730 1.270 -0.1920 -0.5082 -0.0712 0.102
C 4.730 3.244 1.600 0.9982 0.6190 -0.1799 -0.868
O 4.327 2.790 0.574 -0.6994 -1.2943 -2.6692 0.060
N 5.930 3.677 1.836 5.2629 0.5602 -2.2689 0.161
N 4.026 3.444 2.636 -5.2801 -0.1010 3.9111 0.164
H 6.298 4.227 2.599 -0.4014 -0.2100 -0.3971 0.117
H 6.396 3.632 0.941 1.1790 0.4483 0.4646 0.118
H 3.113 3.052 2.457 -0.3600 0.2507 1.2917 0.127
H 4.425 3.702 3.528 -0.6591 -0.3239 -0.2254 0.121
C -4.539 -4.990 -1.407 -1.3662 -0.4529 0.4865 -0.727
O -5.689 -5.379 -1.265 0.0973 -0.0107 -0.0288 0.018
N -3.578 -5.773 -1.941 1.2501 -1.1120 -0.6942 0.140
N -4.121 -3.783 -1.008 0.8290 1.9066 0.3383 0.159
H -3.723 -6.772 -1.923 -0.1364 0.3601 -0.1624 0.107
H -2.647 -5.447 -2.158 -0.2990 -0.0262 0.2297 0.093
H -3.158 -3.491 -1.089 -0.1992 -0.1326 0.0203 0.092
H -4.758 -3.077 -0.665 -0.1467 -0.4532 -0.1599 0.114
C 2.496 -6.828 3.801 3.2956 1.3279 4.5930 -0.820
O 2.913 -6.105 4.696 0.1613 0.1779 0.3805 0.035
N 2.786 -8.088 3.664 0.2191 -5.3270 -0.5404 0.161
N 1.857 -6.387 2.792 -3.1536 2.6657 -3.7793 0.162
H 3.218 -8.728 4.315 -0.0862 0.8671 0.3815 0.122
H 2.118 -8.552 3.066 0.5337 -0.4945 -0.0392 0.098
H 1.679 -5.403 2.934 -0.7789 -0.0970 -0.6171 0.130
H 1.205 -7.034 2.372 -0.1830 0.8765 -0.3976 0.114
C 9.032 -4.713 -2.329 -3.0761 2.8085 1.0754 -0.809
O 9.263 -3.560 -2.593 -0.0835 1.7858 -0.3124 0.040
N 9.756 -5.689 -2.653 4.9924 -4.8104 -1.8884 0.162
N 7.941 -5.206 -1.713 -1.7725 0.8861 0.9734 0.153
H 10.650 -5.479 -3.075 -0.0353 -0.4516 0.2736 0.133
H 9.561 -6.548 -2.159 0.8782 -0.1234 -0.7201 0.109
H 7.984 -6.169 -1.411 -1.0168 0.5231 0.1887 0.090
H 7.198 -4.548 -1.525 0.0197 -0.6097 0.4210 0.114
C -5.198 7.088 -2.055 -1.4628 -1.9875 2.7331 -0.765
O -6.038 6.587 -1.297 -0.2625 0.0395 -0.6655 -0.009
N -4.660 6.425 -3.063 0.0912 -1.1962 -1.8661 0.166
N -4.664 8.245 -1.774 1.6185 3.1749 0.2961 0.161
H -3.885 6.790 -3.599 -0.4142 -0.2824 -0.1409 0.107
H -5.264 5.680 -3.378 0.6231 -0.0709 -0.3624 0.118
H -3.900 8.565 -2.351 -0.1040 0.2872 0.4235 0.106
H -4.767 8.593 -0.831 -0.0201 0.0048 -0.3911 0.117
C -0.941 3.303 6.830 1.6360 -3.8245 3.8397 -0.768
O -0.488 2.256 7.367 -0.7572 1.7677 -1.6779 -0.001
N -2.190 3.604 6.729 -6.0964 -2.0910 -0.9483 0.151
N -0.303 4.401 6.644 4.8408 3.8232 -1.0853 0.145
H -2.765 2.774 6.738 -0.5960 0.3271 -0.0857 0.121
H -2.585 4.461 6.368 0.3007 -0.3521 0.1570 0.115
H 0.585 4.502 7.114 0.0421 0.2098 -0.6924 0.124
H -0.666 5.060 5.971 0.6210 0.1269 0.4769 0.113
C 8.754 1.883 -2.596 1.5458 2.8809 0.5618 -0.844
O 8.920 2.979 -2.128 0.0599 2.4395 1.2948 0.027
N 9.703 1.319 -3.290 3.0491 -1.7149 -2.0413 0.158
N 7.687 1.196 -2.493 -3.7337 -2.8865 0.1117 0.184
H 9.567 0.426 -3.742 0.5478 0.2535 0.0973 0.108
H 10.606 1.767 -3.224 -0.1954 -0.3869 -0.2943 0.120
H 7.816 0.275 -2.887 -1.4391 -0.0777 0.4993 0.115
H 6.857 1.603 -2.086 0.1236 -0.5455 -0.1388 0.131
C -6.530 -0.151 -5.516 0.7166 0.5362 0.5353 -0.862
O -5.976 0.806 -5.110 1.8716 4.0849 2.1309 0.062
N -6.807 -0.342 -6.749 -1.3646 -1.2096 -6.4089 0.162
N -6.894 -1.181 -4.824 -0.9109 -2.8943 2.8890 0.176
H -6.964 -1.312 -6.982 -0.1986 0.6044 -0.8594 0.107
H -6.703 0.322 -7.504 0.2834 -0.1212 0.5241 0.128
H -7.193 -1.966 -5.384 -0.1982 -0.2621 1.4522 0.112
H -6.751 -1.136 -3.825 -0.1094 -0.7061 -0.2316 0.130
C -6.744 7.174 4.153 -0.7177 -0.7359 -0.6472 -0.816
O -7.526 6.277 4.045 -1.3392 -2.3198 -0.7218 0.056
N -6.536 7.794 5.264 1.1201 2.9370 4.3612 0.157
N -6.000 7.674 3.174 0.5556 -0.0133 -1.9880 0.155
H -6.898 7.522 6.167 -0.1771 0.0420 -0.5527 0.125
H -6.013 8.653 5.177 -0.1447 -0.2069 0.8498 0.103
H -6.033 7.063 2.371 0.5502 0.8582 -0.4642 0.118
H -5.406 8.467 3.372 0.1451 -0.5966 -0.8861 0.102
C -9.270 -2.927 4.505 0.8329 0.6571 0.5704 -0.095
O -7.967 -2.273 4.541 0.6546 -0.0760 1.6357 -0.203
C -7.492 -1.649 5.820 -1.4998 0.5341 -0.5368 -0.183
C -6.429 -0.581 5.632 -0.4773 -0.4005 0.6640 -0.230
N -5.070 -1.092 5.593 -0.5435 0.5235 -1.5591 -0.040
C -4.590 -1.345 4.238 -0.3057 0.8115 -0.1017 -0.234
C -3.255 -1.942 4.334 1.5303 -0.7590 0.5315 -0.251
O -3.247 -3.308 4.696 -0.5954 -1.0892 -1.4098 -0.188
C -3.694 -4.205 3.663 -0.2605 -1.2061 1.9423 -0.102
H -10.024 -2.146 4.407 -0.2175 -0.1399 -0.0848 0.079
H -9.508 -3.550 5.366 0.2906 0.2396 0.4613 0.076
H -9.313 -3.634 3.676 0.3300 0.4615 -0.3156 0.081
H -7.152 -2.282 6.639 -0.0542 -1.0957 -0.5030 0.114
H -8.282 -1.067 6.294 -0.8259 -0.2304 -0.2579 0.107
H -6.440 0.073 6.504 -0.4878 -0.1150 0.4032 0.109
H -6.837 0.072 4.861 1.0424 -0.0570 -0.7555 0.123
H -5.049 -1.937 6.147 0.1478 -0.2132 -0.0606 0.106
H -4.510 -0.393 3.712 0.1703 0.3822 0.2277 0.122
H -5.205 -1.904 3.533 -0.5699 -0.5555 0.3688 0.116
H -2.733 -1.569 5.215 0.1999 0.9130 -0.4074 0.130
H -2.681 -1.805 3.417 0.2100 0.1166 -0.1278 0.119
H -3.595 -5.175 4.150 0.5353 -0.2715 -0.1148 0.079
H -3.125 -4.257 2.735 0.0280 0.6703 -0.0395 0.083
H -4.776 -4.239 3.538 -0.1396 0.9416 -0.5775 0.081
C -1.522 2.758 0.542 1.4148 0.0992 -0.6042 -0.071
O -0.606 1.805 -0.160 -2.6240 1.2528 0.4734 -0.193
C -1.330 0.684 -0.674 1.9666 -1.1367 -0.1592 -0.183
C -0.210 -0.272 -1.367 -2.0489 0.5725 -0.8464 -0.194
N -0.150 -1.542 -0.710 0.3885 -0.5359 1.4319 -0.100
C 0.712 -2.529 -1.398 -0.4513 1.5463 -1.1562 -0.182
C 2.150 -2.087 -1.758 0.6026 -0.2069 2.3304 -0.159
O 3.042 -2.445 -0.667 -0.1305 -0.7445 -0.6493 -0.202
C 2.937 -1.785 0.562 1.1184 0.6635 0.7059 -0.124
H -1.103 3.759 0.439 0.4794 -0.1078 -0.1109 0.071
H -1.571 2.585 1.617 -0.0674 -0.5635 -0.0580 0.077
H -2.520 2.896 0.126 -0.0698 -0.8341 -0.2732 0.080
H -2.181 0.848 -1.336 0.4416 1.0090 -0.8001 0.106
H -1.895 0.187 0.115 0.6850 -0.5741 0.6144 0.104
H 0.817 0.092 -1.402 -0.4510 1.2932 -0.0072 0.099
H -0.521 -0.494 -2.388 -0.0546 0.4305 -0.3414 0.110
H 0.308 -1.178 0.114 0.0037 -1.2015 0.9626 0.074
H 0.196 -2.602 -2.355 -0.0915 -0.5790 -0.2638 0.103
H 0.659 -3.487 -0.880 0.3461 0.0997 -0.0235 0.117
H 2.293 -1.013 -1.876 -0.5020 0.1213 -0.3626 0.107
H 2.557 -2.570 -2.647 -0.1697 -0.2099 0.1552 0.120
H 3.524 -0.867 0.604 -0.2394 0.6791 -0.6462 0.083
H 3.512 -2.332 1.309 -0.3890 -0.7459 -0.0565 0.088
H 1.959 -1.556 0.986 -0.2349 -0.3680 -0.3257 0.075
C -0.119 7.790 -5.998 -0.7797 1.3135 -0.1812 -0.128
O -0.375 7.829 -4.612 0.9973 0.5408 -0.4155 -0.205
C 0.738 7.200 -3.932 -2.6197 -1.5131 -0.2883 -0.230
C 0.745 7.748 -2.550 0.7451 1.4691 -0.3368 -0.189
N 1.511 9.031 -2.553 2.1583 -0.5252 1.1994 -0.045
C 3.009 8.861 -2.439 -0.2429 -0.6232 0.6001 -0.190
C 3.701 10.065 -1.701 -1.5271 -0.2954 -1.6962 -0.159
O 3.631 11.255 -2.516 1.1764 0.4483 0.2472 -0.198
C 2.538 12.115 -2.688 -1.1387 -0.6225 -0.5523 -0.128
H -0.797 8.460 -6.525 -0.5735 -0.0807 0.2504 0.082
H -0.288 6.798 -6.415 0.7236 -0.1565 -0.1086 0.092
H 0.822 8.315 -6.162 0.5619 -0.8611 -0.4449 0.089
H 1.685 7.203 -4.470 0.0754 0.7062 0.0205 0.120
H 0.408 6.162 -3.965 0.4405 -0.5758 0.4400 0.120
H 1.081 6.958 -1.878 0.6580 0.5560 0.3524 0.119
H -0.242 8.048 -2.196 -0.2940 -0.4720 -0.3880 0.110
H 1.406 9.543 -3.417 -0.7827 -0.2084 -0.1314 0.080
H 3.485 8.505 -3.352 0.1312 1.1523 -0.8526 0.102
H 3.210 7.912 -1.941 -0.2427 0.1740 1.2100 0.103
H 4.776 9.957 -1.555 -0.1657 -0.4063 0.0108 0.117
H 3.181 10.113 -0.744 0.0117 0.5663 0.1268 0.112
H 2.107 12.581 -1.801 0.0633 -0.4422 0.4187 0.085
H 1.775 11.598 -3.270 -0.6129 -0.1603 0.4373 0.061
H 2.720 12.949 -3.366 1.1778 -0.0119 0.1116 0.081
C 9.542 -8.119 2.030 -1.7264 1.0118 2.0211 -0.111
O 8.204 -8.610 1.829 0.3673 -1.6956 -3.6637 -0.192
C 8.229 -9.414 0.592 0.1909 -0.1660 0.3911 -0.217
C 6.873 -9.956 0.199 -0.3655 0.6299 1.7246 -0.197
N 5.974 -8.961 -0.415 0.9845 -0.1409 0.3701 -0.052
C 5.032 -9.627 -1.229 -0.2237 -0.6885 -2.4582 -0.279
C 4.166 -8.647 -1.957 -1.5711 -0.5917 -1.6298 -0.176
O 3.549 -9.307 -3.131 0.4146 -0.7252 1.9845 -0.213
C 2.526 -8.552 -3.702 0.8035 -0.2501 -1.5536 -0.147
H 9.213 -7.108 2.270 1.3286 0.4422 0.4340 0.089
H 10.321 -8.084 1.268 -0.5662 -0.5287 -0.5003 0.084
H 9.851 -8.663 2.922 0.7519 0.3193 -0.0356 0.087
H 8.950 -10.219 0.731 -0.1421 -0.4930 0.3756 0.115
H 8.674 -8.908 -0.265 -0.1564 0.8926 0.0290 0.101
H 6.439 -10.259 1.152 -0.2155 -0.2991 0.2771 0.120
H 6.917 -10.889 -0.362 0.2892 0.3583 -0.4717 0.122
H 5.415 -8.508 0.294 0.4501 0.2959 0.4820 0.118
H 4.497 -10.441 -0.741 -0.5116 0.0471 0.2201 0.127
H 5.506 -10.087 -2.096 0.6596 -0.4511 0.1997 0.125
H 4.754 -7.872 -2.448 0.1178 0.4982 0.8719 0.127
H 3.361 -8.318 -1.300 -0.0652 0.6860 -0.1158 0.118
H 2.200 -9.077 -4.600 -0.4522 -0.6409 0.3223 0.084
H 3.017 -7.730 -4.224 -0.4505 1.1842 0.6586 0.085
H 1.675 -8.352 -3.051 0.1510 0.3847 0.0559 0.088
O -2.509 1.029 -6.865 0.1741 -0.1440 -0.2160 -0.055
H -3.407 1.021 -6.534 -0.3821 -0.0359 0.1992 0.013
H -2.116 1.811 -6.477 0.1035 0.1645 0.0938 0.028
```
Forces are in eV/Å.

Summary:
**E_HOMO**: -8.552 eV
**Energy above the lowest of the compared OMol25 structures with the same formula, charge and spin**: 273.8 kcal/mol
**Molecular weight**: 1151.34 g mol⁻¹
**Gap between HOMO and LUMO**: 8.49 eV
**Total charge**: 0